Entry 1:
DFT (the ωB97M-V functional and the def2-TZVPD basis) results for C26H36N3O5RuSe2 as an isolated structure.

XYZ file:
```
73
Properties=species:S:1:pos:R:3:lowdin_spin:R:1
H 3.73 -0.13 0.45 0.00
C 1.87 7.74 0.40 0.05
H -0.14 11.97 2.33 0.00
C 0.75 4.97 -0.71 0.03
C 4.37 1.94 0.42 0.01
H -1.30 0.53 -4.63 0.00
C 2.10 4.82 -0.33 0.08
H 1.58 -3.71 -0.36 0.00
C 3.00 -1.99 -2.07 0.00
N 2.79 7.05 -0.34 0.19
C -1.04 11.36 2.30 0.00
C -0.86 1.59 2.35 0.00
H -0.05 2.32 2.31 0.00
C 2.34 -2.77 1.43 0.00
O 1.27 -1.84 1.57 0.06
C -0.85 0.76 -3.67 0.01
C -1.85 -2.90 -1.71 0.00
H 2.15 9.45 -0.85 0.00
H 2.98 -1.00 -2.52 0.00
O -0.73 10.00 2.62 0.06
H 0.38 5.96 -0.93 0.00
C 3.44 0.91 0.30 0.00
C 0.12 9.33 1.86 0.07
H -1.73 11.68 3.06 0.00
H 3.35 -3.66 -0.24 0.00
H -2.63 -1.13 -2.69 0.00
H -1.34 1.63 3.33 0.00
C 0.36 2.58 -0.58 0.07
H 4.04 -2.34 -1.99 0.00
H 3.27 -2.31 1.78 0.00
H -2.79 -3.45 -1.73 0.00
H 1.49 6.22 1.91 0.00
O -0.40 1.57 -0.68 0.20
H -0.07 7.66 3.19 0.00
N 2.17 1.12 -0.01 0.06
H -1.04 -3.62 -1.83 0.00
H 2.43 -2.68 -2.68 0.00
C 2.63 3.49 -0.11 0.02
H -4.04 -1.47 -0.15 0.00
C 2.43 -3.11 -0.04 0.00
H -0.01 1.44 -3.82 0.00
H 0.56 10.87 0.39 0.00
H -2.95 -0.11 -0.59 0.00
Se -0.14 -0.87 -2.89 0.09
C 0.58 -0.13 3.08 0.00
H -1.51 11.43 1.32 0.00
O 2.44 -1.87 -0.76 0.06
H 1.51 0.45 2.96 0.00
H -1.59 1.81 1.58 0.00
N 3.00 5.83 -0.33 0.14
C -1.83 -1.86 -2.81 0.01
C 3.97 3.24 0.22 0.00
Se -1.64 -2.18 0.09 0.07
Ru 0.44 -0.46 -0.22 3.44
O -0.37 0.27 2.11 0.05
H -3.20 -0.55 1.11 0.00
H -0.07 -2.18 3.10 0.00
C 1.77 2.40 -0.22 0.03
C -3.13 -0.93 0.10 0.01
H 1.62 -1.92 3.62 0.00
C 0.40 8.01 2.28 0.01
C 0.84 -1.60 2.91 0.00
H 2.15 -3.67 2.00 0.00
H 0.19 0.06 4.09 0.00
H 4.67 4.06 0.29 0.00
C 1.63 9.07 0.01 0.06
C 0.75 9.85 0.71 0.01
C 1.26 7.22 1.57 0.04
H -1.56 1.21 -2.99 0.00
H -1.12 4.03 -1.12 0.00
H 5.40 1.71 0.67 0.00
C -0.09 3.90 -0.82 0.04
H -1.95 -2.35 -3.78 0.00
```

## Properties
Charge: +2
Spin multiplicity: 6
ΔE to the lowest compared entry with this formula, charge and spin in eV: 0.120
LUMO energy (alpha / beta) in eV: -6.058 / -6.807
E in eV: -175511.0947
Gap between HOMO and LUMO (alpha / beta) in Ha: 0.2252 / 0.2392

Entry 2:
DFT (the ωB97M-V functional and the def2-TZVPD basis) results for a 2-piece molecular cluster, C26H36NO8 overall in a non-equilibrium geometry.

XYZ file:
```
71
Properties=species:S:1:pos:R:3:mulliken_charge:R:1
O 0.25 -0.71 -2.01 -0.78
C 1.01 -0.73 1.50 -0.85
C -0.62 -2.44 0.97 -0.76
H 4.92 -0.82 -1.72 0.29
C 4.19 -1.17 -2.46 -1.33
H 3.35 1.90 -0.75 0.15
H 4.24 -0.54 -3.36 0.29
H -0.62 0.87 -0.10 0.44
H 2.24 -5.58 3.36 0.27
H -0.38 -4.32 1.98 0.42
C 3.53 3.08 1.59 -1.56
N 1.53 -3.63 3.74 0.27
H 1.13 3.63 -1.86 0.24
C 1.67 2.69 -1.78 -0.86
H -2.60 4.12 -2.93 0.24
C 2.62 -4.56 3.55 -1.01
H -4.46 -3.09 -0.70 0.34
O -3.01 1.91 -0.67 -0.60
C -4.26 -2.07 -1.06 -1.21
O 2.33 0.15 -1.73 -0.10
H 1.52 2.38 1.04 0.12
H 3.23 -4.58 4.45 0.33
H 1.50 -3.80 5.82 0.34
C -3.09 -0.85 1.51 0.37
C -0.01 -3.30 1.86 -0.09
H -1.42 -2.81 0.31 0.40
H 1.41 0.27 1.32 0.21
H -6.74 -2.10 0.26 0.39
O -4.56 0.31 -0.54 -0.40
C -3.30 0.78 -0.35 -0.23
O -4.39 -1.23 1.23 -0.40
O -2.64 -1.01 2.62 -0.61
H 1.81 4.11 0.71 0.31
H -6.77 -0.97 -1.11 0.38
H 0.21 -4.71 4.99 0.32
C -6.39 -1.12 -0.09 -1.79
H 2.12 -1.67 -2.65 0.34
O -0.82 3.40 -2.21 -0.20
H 2.72 -1.71 -0.96 0.10
H -0.63 5.86 -2.57 0.25
C -1.56 4.03 -3.27 -0.28
H 0.11 -2.93 5.09 0.27
H 4.42 -2.20 -2.76 0.42
H 4.05 2.12 1.50 0.27
H -1.49 3.41 -4.18 0.35
C 2.73 2.80 -0.72 -0.63
C -4.86 -1.04 -0.11 1.67
H -0.06 5.26 -4.16 0.26
H -1.63 6.05 -4.03 0.43
H 4.22 3.87 1.29 0.41
H -4.73 -1.96 -2.05 0.38
C 1.05 -2.85 2.68 -0.29
O -1.52 1.34 -2.84 -0.70
C 2.28 3.11 0.71 0.13
H 3.27 3.23 2.65 0.41
H 2.51 -1.28 2.95 0.46
H 3.23 -4.27 2.70 0.30
C -0.93 5.39 -3.51 -1.20
C -0.69 2.04 -2.29 0.26
H 3.38 3.64 -1.02 0.50
C -1.04 -0.05 0.29 0.04
C 2.79 -1.19 -1.92 -0.09
C -2.39 -0.15 0.38 -0.36
C 0.60 1.66 -1.68 0.87
H -3.17 -1.93 -1.18 0.16
H -6.80 -0.34 0.55 0.41
C -0.21 -1.08 0.89 0.97
C 0.80 -3.78 4.98 -1.01
H 2.21 2.50 -2.72 0.05
C 1.62 -1.59 2.39 -0.06
C 0.98 0.26 -1.84 0.58
```

## Properties
Charge: -1
LUMO energy in eV: 2.500
E in eV: -45416.7651
Gap between HOMO and LUMO in Ha: 0.2207

Entry 3:
DFT (the ωB97M-V functional and the def2-TZVPD basis) results for C26H36NOSiW as an isolated structure in a non-equilibrium geometry.

XYZ file:
```
66
Properties=species:S:1:pos:R:3:lowdin_spin:R:1
H -3.53 -1.21 -3.38 0.00
H 0.03 0.23 -2.18 0.02
H 2.57 -1.67 -0.47 0.00
C -1.20 3.46 3.23 0.00
C -1.32 1.56 0.97 0.03
C -1.54 -1.35 -2.37 0.01
H 4.04 2.47 -4.33 0.00
H -1.09 3.58 4.31 0.00
H -1.44 -2.16 -4.37 0.00
Si -1.11 1.64 2.82 0.02
H -2.83 -0.86 0.28 0.00
H 0.61 -3.05 -1.23 0.00
C 0.00 -2.53 0.88 0.10
C -1.06 -2.42 -3.37 0.00
C 0.67 2.01 -4.66 0.00
H 1.91 -0.06 -2.51 0.00
H 1.88 3.58 -3.83 0.00
C 1.91 0.11 -5.54 0.00
H -1.44 -1.71 2.40 0.00
H 4.10 0.20 -5.37 0.00
C -0.87 -0.01 -2.79 0.07
C 1.59 1.51 -0.94 0.01
H -3.43 -2.28 -2.00 0.00
C -3.09 -1.31 -2.39 0.00
H -2.65 2.45 -4.01 0.00
C 1.89 2.60 -4.31 0.00
W -0.15 0.14 -0.03 1.56
C 0.48 0.98 3.56 0.00
H 0.02 -2.49 -3.40 0.00
H 0.39 1.08 4.66 0.00
O -2.14 1.61 -1.63 0.02
H -0.37 -0.11 -3.76 0.01
C 2.00 0.23 -1.47 0.00
H -0.21 0.37 -5.76 0.00
H 0.68 -3.12 1.51 0.00
C -0.04 -2.49 -0.54 0.00
C 2.16 -0.66 -0.40 0.00
H -1.00 2.49 0.46 0.01
C 3.12 0.69 -5.18 0.00
H -2.65 1.14 4.63 0.00
C 1.66 1.42 0.48 0.04
H -0.41 4.02 2.71 0.00
C -1.12 -1.63 -0.94 0.04
C 0.70 0.80 -5.36 0.00
H 1.37 1.53 3.25 0.00
H -0.44 3.52 -3.61 0.00
C 3.11 1.96 -4.58 0.00
C 1.96 0.05 0.81 0.02
H 1.92 -0.89 -6.01 0.00
H -3.48 -0.54 -1.74 0.00
H -2.33 -0.36 3.72 0.00
H 1.42 2.41 -1.49 0.00
C -1.11 -1.78 1.38 0.01
H -2.17 3.86 2.92 0.00
H -3.45 0.86 3.06 0.00
H -2.40 1.44 0.71 0.00
C -1.69 1.27 -2.73 0.01
C -1.85 -1.29 0.27 0.00
H -1.45 -3.39 -3.11 0.00
H 2.12 -0.33 1.82 0.01
H -0.87 3.35 -5.31 0.00
H 1.52 2.24 1.17 0.00
N -1.76 1.96 -3.93 0.00
C -2.52 0.72 3.63 0.00
H 0.65 -0.09 3.36 0.00
C -0.61 2.78 -4.39 0.00
```

## Properties
Charge: +1
Spin multiplicity: 3
LUMO energy (alpha / beta) in eV: -3.651 / -3.552
E in eV: -40778.6640
Gap between HOMO and LUMO (alpha / beta) in Ha: 0.2484 / 0.3016

Entry 4:
DFT (the ωB97M-V functional and the def2-TZVPD basis) results for one molecule with the formula C26H36O3.

XYZ file:
```
65
Properties=species:S:1:pos:R:3:nbo_charge:R:1
C 5.11 -0.67 0.51 0.00
H -5.31 2.30 0.86 0.22
H 6.61 2.67 -0.69 0.20
C -1.38 -0.60 0.06 0.09
H 8.59 1.55 -0.76 0.48
H 2.60 -2.95 0.79 0.20
C 4.83 1.64 -0.08 -0.20
C 3.20 -2.26 0.20 -0.38
H 0.42 -3.37 -0.12 0.21
C 4.47 -1.92 1.01 -0.43
C 2.37 -1.01 -0.16 -0.22
H -5.30 -0.19 0.82 0.20
C -5.48 1.75 -0.07 -0.38
C -7.31 0.46 1.14 -0.40
C -7.86 -1.06 -0.62 -0.40
H -6.59 0.21 -1.84 0.20
C 0.01 -0.03 -0.26 -0.04
H -1.79 -2.72 0.34 0.21
H 7.10 -1.44 0.34 0.22
O -2.83 1.39 1.17 -0.61
H -4.26 1.05 -1.73 0.22
C 1.94 1.45 0.37 -0.40
H 2.52 -0.79 -1.22 0.20
H 4.22 2.52 -0.21 0.21
C 7.01 0.62 -0.21 0.30
H -1.57 -0.53 1.14 0.21
C 0.88 -1.24 0.11 -0.19
C -6.50 -0.44 -0.97 -0.41
H 2.71 -0.02 1.71 0.20
C 0.45 1.16 0.59 -0.39
H -9.05 -0.87 1.21 0.21
H 5.17 -2.76 0.96 0.22
H 0.45 -2.46 -1.63 0.20
H -1.87 -2.17 -1.33 0.22
C 6.46 -0.58 0.23 -0.26
H -5.77 -1.21 -1.20 0.21
C -3.08 1.04 0.04 0.81
H -7.93 -2.10 -0.91 0.21
C 4.28 0.45 0.35 0.03
H -3.83 2.65 -1.11 0.24
C -6.06 0.37 0.27 -0.22
H -0.40 -0.44 -2.35 0.21
C 2.82 0.23 0.65 -0.24
C -4.16 1.65 -0.83 -0.50
O 8.34 0.66 -0.47 -0.67
H -7.95 1.28 0.80 0.19
H 2.09 1.78 -0.66 0.20
C 6.19 1.73 -0.36 -0.30
H -6.21 2.31 -0.67 0.20
H -7.08 0.63 2.19 0.21
H 4.20 -1.78 2.06 0.21
C 0.05 0.33 -1.75 -0.63
H 0.27 0.93 1.65 0.21
H -8.66 -0.52 -1.13 0.20
H -0.14 2.04 0.35 0.21
C -1.32 -2.07 -0.40 -0.42
C 0.17 -2.41 -0.57 -0.41
C -8.01 -0.87 0.89 -0.40
H 1.06 0.50 -2.10 0.21
H -0.52 1.25 -1.91 0.22
H 3.49 -2.77 -0.71 0.21
H 2.24 2.26 1.04 0.21
H -7.49 -1.67 1.42 0.19
O -2.45 0.07 -0.61 -0.51
H 0.77 -1.38 1.19 0.20
```

## Properties
Charge: 0
ΔE to the lowest compared entry with this formula, charge and spin in eV: 0.148
Structure (SMILES): C[C@]12CC[C@@H]3c4ccc(O)cc4CC[C@H]3[C@@H]1CC[C@@H]2OC(=O)CCC1CCCC1
LUMO energy in eV: 0.801
E in eV: -33690.7900
Gap between HOMO and LUMO in Ha: 0.3328